Density functional theory data (ωB97M-V/def2-TZVPD) for a molecular structure, C51H62BrN3O6PReS2.

Computed properties:
**Relative energy (zero: lowest compared OMol25 entry of this formula, charge and spin)**: 5.5 kcal per mole
**LUMO energy (alpha / beta)**: -4.3102 / -3.9449 eV
**Total charge**: +1
**E_HOMO (alpha / beta)**: -9.69 / -9.70 eV
**<S²>**: 0.757
**2S+1**: 2

```
127
C51H62BrN3O6PReS2, DFT ωB97M-V/def2-TZVPD
Re 0.303 0.658 0.015
C -2.657 -1.482 1.735
C -1.515 -2.490 1.689
C -0.724 -2.511 2.996
C -0.630 -2.357 0.434
C 0.135 -3.626 0.118
O 1.427 -3.394 0.733
C 1.551 -2.091 0.900
N 0.506 -1.373 0.602
C 2.838 -1.705 1.512
C 3.516 -2.720 2.200
C 4.726 -2.466 2.813
C 5.295 -1.203 2.724
C 4.637 -0.202 2.034
C 3.395 -0.429 1.444
P 2.688 0.883 0.400
C 3.888 0.782 -0.962
C 3.877 -0.384 -1.726
C 4.814 -0.567 -2.728
C 5.768 0.412 -2.975
C 5.789 1.563 -2.206
C 4.854 1.750 -1.197
C 2.964 2.406 1.335
C 2.965 3.623 0.656
C 3.144 4.803 1.363
C 3.276 4.779 2.742
C 3.222 3.573 3.426
C 3.068 2.389 2.726
H -3.266 -1.651 2.622
H -3.299 -1.573 0.858
H -2.299 -0.455 1.763
H -1.971 -3.480 1.570
H -0.179 -1.578 3.153
H -0.001 -3.328 3.032
H -1.399 -2.638 3.840
H -1.217 -2.049 -0.424
H 0.297 -3.772 -0.952
H -0.275 -4.524 0.574
H 3.085 -3.707 2.251
H 5.233 -3.257 3.348
H 6.255 -1.002 3.177
H 5.100 0.773 1.942
H 3.131 -1.151 -1.551
H 4.800 -1.476 -3.315
H 6.498 0.271 -3.760
H 6.535 2.324 -2.387
H 4.895 2.650 -0.601
H 2.813 3.645 -0.419
H 3.165 5.745 0.836
H 3.418 5.703 3.286
H 3.305 3.554 4.503
H 3.036 1.453 3.267
C -5.754 -1.196 -3.872
C -5.182 -1.910 -2.658
N -3.820 -2.387 -2.908
C -3.723 -3.705 -3.529
C -3.566 -4.807 -2.493
C -2.736 -1.637 -2.677
S -1.193 -2.186 -3.042
N -3.073 -0.392 -2.195
C -2.501 0.399 -1.363
O -1.537 0.115 -0.503
C -3.170 1.719 -1.161
C -3.871 2.296 -2.214
C -4.549 3.488 -2.030
C -4.556 4.103 -0.784
C -3.872 3.524 0.275
C -3.179 2.339 0.082
H -6.770 -0.861 -3.670
H -5.781 -1.851 -4.743
H -5.143 -0.329 -4.117
H -5.778 -2.788 -2.405
H -5.179 -1.250 -1.794
H -2.878 -3.703 -4.216
H -4.634 -3.851 -4.111
H -2.638 -4.664 -1.940
H -3.531 -5.783 -2.975
H -4.398 -4.808 -1.787
H -3.869 1.801 -3.175
H -5.084 3.934 -2.857
H -5.097 5.029 -0.641
H -3.881 3.990 1.252
H -2.690 1.861 0.918
C -0.440 7.806 3.644
C -0.600 6.362 4.117
C -1.997 6.195 4.731
C 0.463 6.087 5.189
C -0.456 5.365 2.970
C -0.419 4.000 3.241
C -0.292 3.145 2.174
Br -0.280 1.266 2.471
C -0.197 3.522 0.831
O 0.031 2.555 -0.078
C -0.351 4.894 0.537
C -0.432 5.751 1.636
C -0.505 5.553 -0.845
C 0.722 6.423 -1.145
C -1.750 6.452 -0.817
C -0.685 4.568 -1.993
H -0.473 8.474 4.505
H -1.242 8.106 2.970
H 0.514 7.963 3.138
H -2.139 6.910 5.542
H -2.138 5.193 5.138
H -2.772 6.369 3.983
H 0.338 6.780 6.021
H 1.468 6.221 4.785
H 0.391 5.077 5.592
H -0.484 3.613 4.247
H -0.507 6.805 1.418
H 0.903 7.169 -0.369
H 0.569 6.949 -2.088
H 1.615 5.810 -1.255
H -1.667 7.275 -0.107
H -2.637 5.873 -0.573
H -1.892 6.887 -1.807
H 0.179 3.931 -2.125
H -0.829 5.136 -2.914
H -1.558 3.932 -1.852
C 1.424 0.349 -4.335
S 0.850 1.195 -2.908
O -0.501 1.629 -3.111
O 1.832 2.185 -2.529
O 0.869 0.068 -1.820
H 1.379 1.074 -5.144
H 0.761 -0.489 -4.527
H 2.445 0.024 -4.162
```

---

Density functional theory data (ωB97M-V/def2-TZVPD) for a molecular structure, C51H62N8OPtS2.

Computed properties:
**Relative energy (zero: lowest compared OMol25 entry of this formula, charge and spin)**: 33.5 kcal per mole
**LUMO energy**: -7.2844 eV
**Total charge**: +2
**E_HOMO**: -12.12 eV
**2S+1**: 1

```
125
C51H62N8OPtS2, DFT ωB97M-V/def2-TZVPD
Pt -0.011 0.108 0.498
C 3.102 -5.058 -0.611
C 2.359 -4.426 -1.793
C 2.078 -2.973 -1.571
C 2.776 -1.892 -2.021
C 4.005 -1.857 -2.874
C 5.279 -1.644 -2.051
C 2.129 -0.724 -1.487
C 2.527 0.579 -1.713
C 1.923 1.708 -1.215
C 2.276 3.062 -1.572
C 3.385 3.425 -2.508
C 4.748 3.459 -1.808
C 1.428 3.879 -0.899
C 0.557 3.032 -0.117
C -0.444 3.483 0.706
C -1.285 2.703 1.475
N -1.201 1.335 1.592
C -2.271 0.957 2.380
C -2.636 -0.349 2.640
C -2.087 -1.478 2.077
N -1.052 -1.491 1.174
C -0.853 -2.797 0.823
C 0.105 -3.246 -0.064
C 1.009 -2.470 -0.751
N 1.040 -1.093 -0.742
C -1.780 -3.642 1.532
C -2.538 -2.826 2.314
C -3.636 -3.191 3.263
C -3.168 -3.187 4.722
C -1.830 -5.132 1.409
C -0.794 -5.822 2.303
C -2.988 2.116 2.824
C -2.384 3.199 2.251
C -2.760 4.643 2.358
C -1.917 5.391 3.396
C -4.207 2.075 3.693
C -3.880 1.830 5.169
N 0.876 1.714 -0.328
C 1.370 5.374 -0.900
C 2.071 5.985 0.318
H 3.266 -6.121 -0.784
H 2.539 -4.947 0.318
H 4.074 -4.584 -0.467
H 1.423 -4.959 -1.973
H 2.956 -4.538 -2.699
H 3.908 -1.067 -3.623
H 4.080 -2.795 -3.426
H 5.230 -0.721 -1.470
H 6.152 -1.586 -2.701
H 5.433 -2.468 -1.353
H 3.378 0.724 -2.364
H 3.174 4.401 -2.946
H 3.412 2.717 -3.339
H 4.763 4.216 -1.024
H 5.540 3.694 -2.519
H 4.983 2.497 -1.346
H -0.611 4.552 0.731
H -3.476 -0.496 3.306
H 0.168 -4.315 -0.215
H -4.016 -4.179 3.006
H -4.472 -2.499 3.142
H -2.377 -3.922 4.878
H -3.990 -3.431 5.395
H -2.779 -2.206 5.009
H -1.673 -5.422 0.368
H -2.829 -5.479 1.674
H 0.218 -5.482 2.074
H -0.826 -6.903 2.170
H -0.988 -5.607 3.355
H -3.815 4.716 2.624
H -2.659 5.118 1.381
H -2.077 4.981 4.395
H -2.184 6.447 3.422
H -0.851 5.318 3.172
H -4.886 1.301 3.328
H -4.740 3.020 3.594
H -3.349 0.883 5.306
H -4.789 1.785 5.767
H -3.257 2.632 5.568
H 0.329 5.702 -0.931
H 1.834 5.746 -1.814
H 1.613 5.651 1.251
H 2.015 7.073 0.287
H 3.124 5.702 0.343
C -4.177 -3.496 -3.495
C -5.214 -2.395 -3.699
C -4.583 -1.026 -3.895
N -3.986 -0.579 -2.633
C -3.600 0.640 -2.291
S -3.254 1.056 -0.697
N -3.515 1.598 -3.286
C -2.890 1.564 -4.548
O -3.068 2.482 -5.306
C -1.972 0.430 -4.872
C -1.921 0.003 -6.195
C -1.093 -1.048 -6.552
C -0.300 -1.661 -5.591
C -0.320 -1.209 -4.278
C -1.154 -0.162 -3.914
H -4.656 -4.449 -3.273
H -3.494 -3.274 -2.668
H -3.570 -3.627 -4.393
H -5.909 -2.358 -2.855
H -5.812 -2.614 -4.584
H -5.323 -0.287 -4.206
H -3.819 -1.088 -4.670
H -3.985 -1.235 -1.867
H -3.737 2.536 -2.984
H -2.539 0.501 -6.932
H -1.063 -1.388 -7.579
H 0.342 -2.487 -5.871
H 0.315 -1.675 -3.538
H -1.154 0.203 -2.892
S 1.732 -0.532 1.810
C 1.134 -0.683 3.440
N 0.182 0.125 3.940
C -0.189 0.074 5.231
C 0.415 -0.830 6.058
C 1.374 -1.662 5.475
N 1.721 -1.594 4.196
H -0.258 0.802 3.312
H -0.956 0.773 5.537
H 0.162 -0.894 7.105
H 1.874 -2.425 6.062
```

---

Density functional theory data (ωB97M-V/def2-TZVPD) for 6 unconnected molecules or ions with the total composition C51H63B2Br2IN4O18P in a non-equilibrium geometry.

Computed properties:
**LUMO energy**: -3.6881 eV
**Total charge**: +1
**E_HOMO**: -10.25 eV
**2S+1**: 1

```
142
C51H63B2Br2IN4O18P, DFT ωB97M-V/def2-TZVPD
C 0.411 2.386 4.731
C -0.470 2.610 3.393
C -0.420 1.235 2.591
C 0.597 1.275 1.323
O 1.479 0.188 1.419
C 1.858 -0.636 0.347
O 1.332 -1.938 0.626
C 0.509 -2.060 1.786
C -0.001 -3.603 1.805
N -0.283 -4.029 3.202
C 0.973 -4.402 3.925
C 1.265 -3.444 5.176
C 2.667 -3.776 5.891
O 0.178 -3.480 6.153
C 1.240 -0.297 -1.117
C -0.163 -1.025 -1.364
O -1.177 -0.622 -0.394
N -2.280 -0.111 -1.064
O -3.200 -0.787 -0.731
N 2.239 -0.622 -2.227
C 1.720 -0.324 -3.604
Br 0.648 1.292 -4.027
C 2.010 -1.170 -4.706
C 1.562 -0.871 -6.197
Br 3.079 -2.832 -4.475
C 3.525 0.139 -2.127
C 3.970 0.583 -0.647
I 6.178 0.689 -0.904
B 3.582 2.110 -0.281
O 3.838 2.751 0.994
C 2.839 3.151 -1.322
C 2.189 4.401 -0.526
C 3.492 -0.573 0.356
B 4.020 -0.495 1.890
C 5.102 0.432 2.598
O 3.483 -1.539 2.769
P 4.386 -2.149 -0.268
N 3.579 -3.643 0.058
O 5.811 -2.301 0.711
H -0.009 1.502 5.317
H 0.451 3.330 5.350
H 1.443 2.042 4.374
H -0.150 3.519 2.804
H -1.543 2.718 3.775
H -1.444 0.959 2.157
H -0.122 0.381 3.271
H -0.056 1.447 0.425
H 1.178 2.256 1.479
H 1.005 -1.923 2.791
H -0.445 -1.452 1.813
H -0.973 -3.693 1.207
H 0.788 -4.255 1.323
H -0.801 -3.310 3.720
H 1.856 -4.288 3.204
H 0.941 -5.472 4.307
H 1.342 -2.344 4.861
H 3.354 -4.409 5.254
H 3.212 -2.783 6.058
H 2.465 -4.195 6.920
H 0.104 -2.556 6.463
H 1.037 0.813 -1.259
H -0.067 -2.163 -1.427
H -0.645 -0.733 -2.363
H 2.374 -1.646 -2.147
H 1.043 -1.787 -6.628
H 2.531 -0.762 -6.799
H 0.977 0.075 -6.337
H 3.462 1.016 -2.859
H 4.330 -0.528 -2.590
H 3.320 2.324 1.703
H 1.982 2.671 -1.881
H 3.657 3.544 -2.004
H 1.479 5.002 -1.170
H 1.617 4.005 0.377
H 2.986 5.092 -0.098
H 4.633 0.952 3.508
H 5.610 1.230 1.995
H 5.909 -0.250 3.043
H 3.961 -2.369 2.564
H 3.293 -4.159 -0.775
H 4.045 -4.245 0.744
H 6.518 -2.404 0.039
C -1.638 -5.873 -4.432
C -1.525 -5.527 -5.715
C -1.779 -4.140 -6.162
O -1.675 -3.824 -7.332
C -2.161 -3.152 -5.133
C -2.270 -3.498 -3.854
C -2.018 -4.883 -3.403
O -2.114 -5.192 -2.232
H -1.456 -6.883 -4.087
H -1.243 -6.238 -6.481
H -2.341 -2.141 -5.477
H -2.547 -2.783 -3.088
C 1.969 -7.953 -9.350
C 2.085 -7.608 -10.632
C 1.831 -6.222 -11.080
O 1.935 -5.906 -12.248
C 1.445 -5.232 -10.050
C 1.329 -5.578 -8.767
C 1.583 -6.964 -8.320
O 1.479 -7.280 -7.149
H 2.151 -8.963 -9.005
H 2.368 -8.319 -11.399
H 1.263 -4.222 -10.395
H 1.047 -4.867 -8.001
C 0.060 7.901 4.210
C 0.201 6.787 4.929
C -0.968 6.112 5.534
O -0.840 5.096 6.191
C -2.298 6.719 5.311
C -2.439 7.834 4.592
C -1.270 8.508 3.987
O -1.397 9.523 3.329
H 0.905 8.408 3.760
H 1.167 6.329 5.102
H -3.142 6.211 5.760
H -3.405 8.293 4.419
C -6.001 -2.453 4.227
C -4.709 -2.167 4.393
C -3.928 -1.506 3.326
O -2.747 -1.245 3.475
C -4.633 -1.174 2.070
C -5.924 -1.460 1.903
C -6.707 -2.121 2.970
O -7.883 -2.381 2.820
H -6.588 -2.938 4.997
H -4.177 -2.402 5.307
H -4.046 -0.691 1.302
H -6.455 -1.225 0.989
C -6.818 8.539 1.721
C -7.046 8.621 0.411
C -5.987 9.058 -0.526
O -6.195 9.134 -1.721
C -4.667 9.399 0.047
C -4.439 9.318 1.358
C -5.498 8.880 2.294
O -5.289 8.804 3.490
H -7.580 8.222 2.422
H -8.006 8.374 -0.026
H -3.905 9.717 -0.653
H -3.479 9.565 1.795
```

---

no.,E (a.u.)
1,-6386.21237
2,-3409.22112
3,-9390.66475